# 1
ORCA calculation (ωB97M-V with the def2-TZVPD basis set) on C11H23GeNO5PdSe as an isolated structure.

As for the energy above the lowest of the compared OMol25 structures with the same formula, charge and spin: 0.410 eV. As for the gap between HOMO and LUMO: 9.1146 eV. The molecular weight comes out at 507.30 g mol⁻¹. As for the largest force on an atom: 0.774 eV/Å. The value obtained for the HOMO energy is -9.33 eV. For the total energy, the calculation gives -5470.13317 hartree.

ORCA input file:
```
! RIJCOSX wB97M-V def2-TZVPD def2/J DEFGRID3
* xyz 0 1
Pd 0.581 0.924 -0.832
O -0.087 2.529 1.601
C 0.135 3.585 0.674
C -0.827 3.569 -0.502
N -0.877 2.269 -1.252
C -2.176 1.573 -1.070
C -2.066 0.052 -0.858
O -3.087 -0.592 -0.756
O -0.864 -0.447 -0.752
C -0.451 2.520 -2.658
C 1.033 2.977 -2.593
O 1.388 3.930 -3.253
O 1.787 2.280 -1.785
H -0.966 2.617 1.984
H 1.158 3.469 0.318
H 0.053 4.560 1.165
H -0.539 4.361 -1.194
H -1.837 3.799 -0.156
H -2.869 1.808 -1.879
H -2.624 1.933 -0.145
H -1.064 3.288 -3.134
H -0.530 1.588 -3.219
C -0.524 -1.638 2.059
Ge 0.137 -2.974 0.792
C 0.913 -4.444 1.832
C -1.269 -3.667 -0.361
C 1.655 -2.404 -0.383
Se 2.380 -0.604 -0.393
C 2.705 -0.400 1.508
H -1.605 -1.759 2.134
H -0.333 -0.624 1.716
H -0.087 -1.789 3.048
H 0.148 -4.905 2.459
H 1.708 -4.078 2.484
H 1.328 -5.214 1.182
H -1.984 -4.239 0.232
H -0.854 -4.325 -1.126
H -1.790 -2.838 -0.832
H 1.375 -2.581 -1.422
H 2.511 -3.046 -0.166
H 3.600 -0.965 1.760
H 1.850 -0.754 2.073
H 2.864 0.658 1.699
*
```



# 2
ORCA calculation (ωB97M-V with the def2-TZVPD basis set) on C11H23N2 as an isolated structure in a non-equilibrium geometry.

As for the energy above the lowest of the compared OMol25 structures with the same formula, charge and spin: 4.852 eV. As for the gap between HOMO and LUMO (alpha / beta): 8.9725 / 8.9719 eV. The molecular weight comes out at 183.32 g mol⁻¹. As for the largest force on an atom: 8.671 eV/Å. The value obtained for the HOMO energy (alpha / beta) is -12.35 / -12.35 eV. For the total energy, the calculation gives -542.04834 hartree.

ORCA input file:
```
! RIJCOSX wB97M-V def2-TZVPD def2/J DEFGRID3
* xyz 1 1
C 0.423 -0.436 1.044
C -0.847 0.968 -2.609
C -1.168 2.143 -1.609
C -0.656 -0.293 -1.742
C -0.019 1.891 -0.554
C -0.520 2.431 0.792
C 1.365 2.289 -0.955
C 0.938 -2.534 -0.090
C 0.661 -2.426 2.404
C -1.407 -2.071 0.824
C 0.137 -1.897 1.060
N 0.058 0.376 -0.610
N 1.047 0.323 1.795
H -1.618 0.642 -3.383
H 0.105 1.113 -3.198
H -1.053 3.184 -2.002
H -2.161 2.185 -1.118
H -1.542 -0.711 -1.458
H 0.008 -0.960 -2.194
H -1.077 1.584 1.374
H -1.338 3.003 0.647
H 0.183 2.790 1.514
H 2.035 2.034 -0.250
H 1.513 3.421 -1.278
H 1.627 1.846 -1.917
H 1.097 -3.604 0.157
H 1.944 -2.301 -0.219
H 0.543 -2.361 -1.076
H 0.387 -3.483 2.478
H 0.151 -1.885 3.222
H 1.732 -2.176 2.365
H -1.643 -2.605 1.651
H -1.942 -1.159 0.815
H -1.625 -2.572 -0.147
H 1.487 -0.083 2.693
H 1.170 1.334 1.574
*
```



# 3
ORCA calculation (ωB97M-V with the def2-TZVPD basis set) on C11H23N2O as an isolated structure in a non-equilibrium geometry.

As for the energy above the lowest of the compared OMol25 structures with the same formula, charge and spin: 0.000 eV. As for the gap between HOMO and LUMO: 11.4340 eV. The molecular weight comes out at 199.32 g mol⁻¹. As for the largest force on an atom: 4.282 eV/Å. The value obtained for the HOMO energy is -14.04 eV. For the total energy, the calculation gives -617.36516 hartree.

ORCA input file:
```
! RIJCOSX wB97M-V def2-TZVPD def2/J DEFGRID3
* xyz 1 1
C 1.895 0.175 -0.422
C 0.731 2.004 -1.618
C -0.390 1.231 -1.090
C -0.004 -2.393 0.103
C -2.006 -1.315 -1.083
C 0.301 -1.409 -2.077
C 0.900 1.621 1.746
C -1.609 1.161 1.503
C 0.057 -0.507 2.362
C -0.440 -1.250 -0.761
C -0.152 0.609 1.316
N 1.954 1.216 -1.193
N 0.014 0.173 -0.168
O 2.566 -0.608 0.134
H 0.766 2.079 -2.668
H 0.963 2.937 -1.204
H -0.981 1.946 -0.589
H -0.907 0.740 -1.901
H -0.723 -2.570 0.947
H 0.241 -3.351 -0.404
H 0.910 -2.336 0.748
H -2.285 -0.420 -1.679
H -2.507 -1.434 -0.064
H -2.056 -2.202 -1.741
H 1.419 -1.713 -1.969
H 0.021 -2.289 -2.659
H 0.254 -0.513 -2.732
H 1.950 1.253 1.703
H 0.842 2.604 1.247
H 0.810 1.721 2.802
H -1.510 2.216 1.593
H -2.039 0.715 2.490
H -2.341 0.817 0.794
H 1.070 -0.912 2.439
H -0.089 -0.137 3.418
H -0.561 -1.456 2.163
H 2.936 1.598 -1.488
*
```



# 4
ORCA calculation (ωB97M-V with the def2-TZVPD basis set) on a 2-piece molecular cluster, C11H23N4 overall in a non-equilibrium geometry.

As for the energy above the lowest of the compared OMol25 structures with the same formula, charge and spin: 0.790 eV. As for the gap between HOMO and LUMO: 9.4677 eV. The molecular weight comes out at 211.33 g mol⁻¹. As for the largest force on an atom: 5.756 eV/Å. The value obtained for the HOMO energy is -11.78 eV. For the total energy, the calculation gives -651.60816 hartree.

ORCA input file:
```
! RIJCOSX wB97M-V def2-TZVPD def2/J DEFGRID3
* xyz 1 1
C 0.147 -1.950 1.114
C -1.269 -1.817 0.726
C -1.386 -0.807 -0.261
C 1.250 -1.887 0.397
C 1.013 1.905 0.431
C 0.671 2.116 -0.900
C 1.346 -1.837 -1.109
C -1.480 -3.902 -0.737
C -0.187 3.717 1.610
C -2.043 -3.125 0.426
C 0.141 2.244 1.599
N -1.598 0.058 -1.003
N 2.261 1.507 0.704
N -0.796 2.450 -1.277
N 1.351 1.492 -1.878
H 0.407 -1.876 2.114
H 2.227 -1.818 0.888
H 0.541 -1.330 -1.461
H 1.475 -2.885 -1.468
H 2.172 -1.293 -1.474
H -1.710 -4.948 -0.734
H -0.434 -3.744 -0.868
H -1.933 -3.548 -1.537
H 0.608 4.084 0.938
H 0.006 3.984 2.631
H -1.201 4.066 1.138
H -1.829 -3.586 1.318
H -3.035 -2.889 0.285
H -0.739 1.700 1.534
H 0.665 1.935 2.489
H -0.906 2.754 -2.213
H -1.913 -1.261 1.544
H 2.987 1.350 0.070
H -1.440 1.702 -1.075
H -1.004 3.175 -0.616
H 1.894 1.973 -2.687
H 2.628 1.772 1.596
H 1.113 0.516 -2.256
*
```



# 5
ORCA calculation (ωB97M-V with the def2-TZVPD basis set) on C11H23N5O3 as an isolated structure in a non-equilibrium geometry.

As for the energy above the lowest of the compared OMol25 structures with the same formula, charge and spin: 1.343 eV. As for the gap between HOMO and LUMO: 9.6060 eV. The molecular weight comes out at 273.34 g mol⁻¹. As for the largest force on an atom: 3.918 eV/Å. The value obtained for the HOMO energy is -9.16 eV. For the total energy, the calculation gives -932.44711 hartree.

ORCA input file:
```
! RIJCOSX wB97M-V def2-TZVPD def2/J DEFGRID3
* xyz 0 1
C 0.405 -0.583 -1.721
C 0.557 0.661 -0.870
C 0.662 -1.934 -1.006
C 2.135 -2.200 -0.759
C 2.883 -1.292 0.244
C 1.971 0.223 1.964
C -1.854 0.725 0.246
C -1.940 -0.578 0.950
C -2.854 0.873 -0.969
C -2.371 1.803 -2.116
C -4.164 1.360 -0.385
H 2.139 -0.084 -2.463
H 0.900 0.309 -3.472
H -0.644 -0.678 -1.942
H -0.033 -2.040 -0.158
H 0.454 -2.730 -1.837
H 2.700 -2.207 -1.691
H 2.253 -3.160 -0.306
H 3.283 -0.465 -0.302
H 3.761 -1.874 0.588
H 0.985 -1.244 1.350
H 1.001 1.216 3.314
H 3.965 0.518 2.430
H 3.081 1.867 2.680
H -0.243 2.016 0.377
H -2.111 1.477 1.004
H -2.805 -0.173 -1.291
H -2.276 2.895 -1.827
H -1.394 1.585 -2.419
H -3.037 1.754 -2.999
H -5.049 1.393 -1.055
H -3.984 2.366 0.061
H -4.441 0.711 0.421
H -0.305 0.147 1.966
N 1.229 -0.480 -2.898
N 2.018 -0.988 1.398
N 0.841 0.695 2.442
N 3.130 0.979 2.153
N -0.471 1.172 -0.086
O 1.587 1.263 -0.896
O -2.850 -1.405 0.798
O -0.989 -0.806 1.728
*
```



# 6
ORCA calculation (ωB97M-V with the def2-TZVPD basis set) on a 2-piece molecular cluster, C11H23NO overall in a non-equilibrium geometry.

As for the energy above the lowest of the compared OMol25 structures with the same formula, charge and spin: 1.562 eV. As for the gap between HOMO and LUMO: 7.9608 eV. The molecular weight comes out at 185.31 g mol⁻¹. As for the largest force on an atom: 4.061 eV/Å. The value obtained for the HOMO energy is -7.18 eV. For the total energy, the calculation gives -562.74438 hartree.

ORCA input file:
```
! RIJCOSX wB97M-V def2-TZVPD def2/J DEFGRID3
* xyz 0 1
C -0.639 -1.424 -0.254
C -1.691 -2.019 -2.557
C -2.004 1.271 0.469
C -0.176 2.954 0.220
C 2.697 1.404 -0.040
C 2.465 -0.971 0.483
C -1.562 -1.874 1.852
C -0.406 -1.644 -1.671
C -0.584 1.552 -0.152
C 1.717 0.182 -0.148
C 0.364 0.528 0.478
N -1.411 -2.145 0.414
O 0.429 0.694 1.836
H -2.493 -1.271 -2.275
H -1.387 -1.935 -3.548
H -2.140 -2.967 -2.247
H -2.219 0.227 0.589
H -2.719 1.653 -0.214
H -2.240 1.827 1.292
H -1.045 3.608 0.044
H 0.171 2.825 1.309
H 0.587 3.395 -0.550
H 2.117 2.158 0.319
H 3.166 1.742 -0.923
H 3.580 1.274 0.616
H 1.947 -1.942 0.313
H 2.492 -1.017 1.662
H 3.546 -0.976 0.155
H -2.568 -1.621 2.006
H -0.954 -0.989 2.212
H -1.553 -2.862 2.367
H 0.192 -0.758 -2.028
H 0.175 -2.550 -1.653
H -0.565 1.476 -1.239
H 1.541 0.090 -1.156
H 1.171 0.104 2.016
*
```



Q: Number 5 is which compound?
A: C11H23N5O3



What did the second record say?
ORCA calculation (ωB97M-V with the def2-TZVPD basis set) on C11H23N2 as an isolated structure in a non-equilibrium geometry.

As for the energy above the lowest of the compared OMol25 structures with the same formula, charge and spin: 4.852 eV. As for the gap between HOMO and LUMO (alpha / beta): 8.9725 / 8.9719 eV. The molecular weight comes out at 183.32 g mol⁻¹. As for the largest force on an atom: 8.671 eV/Å. The value obtained for the HOMO energy (alpha / beta) is -12.35 / -12.35 eV. For the total energy, the calculation gives -542.04834 hartree.

ORCA input file:
```
! RIJCOSX wB97M-V def2-TZVPD def2/J DEFGRID3
* xyz 1 1
C 0.423 -0.436 1.044
C -0.847 0.968 -2.609
C -1.168 2.143 -1.609
C -0.656 -0.293 -1.742
C -0.019 1.891 -0.554
C -0.520 2.431 0.792
C 1.365 2.289 -0.955
C 0.938 -2.534 -0.090
C 0.661 -2.426 2.404
C -1.407 -2.071 0.824
C 0.137 -1.897 1.060
N 0.058 0.376 -0.610
N 1.047 0.323 1.795
H -1.618 0.642 -3.383
H 0.105 1.113 -3.198
H -1.053 3.184 -2.002
H -2.161 2.185 -1.118
H -1.542 -0.711 -1.458
H 0.008 -0.960 -2.194
H -1.077 1.584 1.374
H -1.338 3.003 0.647
H 0.183 2.790 1.514
H 2.035 2.034 -0.250
H 1.513 3.421 -1.278
H 1.627 1.846 -1.917
H 1.097 -3.604 0.157
H 1.944 -2.301 -0.219
H 0.543 -2.361 -1.076
H 0.387 -3.483 2.478
H 0.151 -1.885 3.222
H 1.732 -2.176 2.365
H -1.643 -2.605 1.651
H -1.942 -1.159 0.815
H -1.625 -2.572 -0.147
H 1.487 -0.083 2.693
H 1.170 1.334 1.574
*
```



Please write out number 6 again, unchanged.
ORCA calculation (ωB97M-V with the def2-TZVPD basis set) on a 2-piece molecular cluster, C11H23NO overall in a non-equilibrium geometry.

As for the energy above the lowest of the compared OMol25 structures with the same formula, charge and spin: 1.562 eV. As for the gap between HOMO and LUMO: 7.9608 eV. The molecular weight comes out at 185.31 g mol⁻¹. As for the largest force on an atom: 4.061 eV/Å. The value obtained for the HOMO energy is -7.18 eV. For the total energy, the calculation gives -562.74438 hartree.

ORCA input file:
```
! RIJCOSX wB97M-V def2-TZVPD def2/J DEFGRID3
* xyz 0 1
C -0.639 -1.424 -0.254
C -1.691 -2.019 -2.557
C -2.004 1.271 0.469
C -0.176 2.954 0.220
C 2.697 1.404 -0.040
C 2.465 -0.971 0.483
C -1.562 -1.874 1.852
C -0.406 -1.644 -1.671
C -0.584 1.552 -0.152
C 1.717 0.182 -0.148
C 0.364 0.528 0.478
N -1.411 -2.145 0.414
O 0.429 0.694 1.836
H -2.493 -1.271 -2.275
H -1.387 -1.935 -3.548
H -2.140 -2.967 -2.247
H -2.219 0.227 0.589
H -2.719 1.653 -0.214
H -2.240 1.827 1.292
H -1.045 3.608 0.044
H 0.171 2.825 1.309
H 0.587 3.395 -0.550
H 2.117 2.158 0.319
H 3.166 1.742 -0.923
H 3.580 1.274 0.616
H 1.947 -1.942 0.313
H 2.492 -1.017 1.662
H 3.546 -0.976 0.155
H -2.568 -1.621 2.006
H -0.954 -0.989 2.212
H -1.553 -2.862 2.367
H 0.192 -0.758 -2.028
H 0.175 -2.550 -1.653
H -0.565 1.476 -1.239
H 1.541 0.090 -1.156
H 1.171 0.104 2.016
*
```



Q: What is the molecular weight in the third record?
A: 199.32 g mol⁻¹